Computed, not measured: a single C5H15OPSi molecule, with the ωB97M-V functional and the def2-TZVPD basis.

Calculated values
frontier orbital gap = 9.03 eV
relative energy (zero: lowest compared OMol25 entry of this formula, charge and spin) = 2.768 eV
spin multiplicity = 1
energy = -24640.391 eV
M = 150.23 g/mol
HOMO level = -9.22 eV
SMILES = CCOP[Si](C)(C)C

Element x y z (Å)
P 0.6628 -1.1703 0.3293
Si -1.3963 -0.1438 -0.0473
O 1.5934 0.0467 -1.1691
C -2.6205 -1.3365 -0.8240
C 2.9775 0.0856 -1.0297
C -1.3301 1.4638 -1.0599
C 3.6653 -0.0136 0.3368
C -2.0425 -0.0231 1.7490
H -3.6423 -0.9965 -0.7468
H 3.2726 -0.7502 -1.6641
H -1.1863 -0.2841 2.3862
H -1.2326 1.2021 -2.2123
H 3.3137 0.5164 1.1794
H -2.6055 -2.3923 -0.5365
H -2.2285 1.0941 1.9621
H -2.2499 2.1197 -0.9609
H -0.3496 1.8167 -0.7454
H 3.5659 -1.0628 0.5918
H -2.9071 -0.6694 1.8940
H 4.7194 0.2540 0.1816
H -2.3229 -1.4227 -1.8778
H 3.2555 0.9202 -1.6112
H 0.5130 -2.2098 -0.5642

Cartesian forces, eV/Å:
1.349 2.991 -2.361
-1.082 -0.670 0.359
-2.926 -1.495 3.482
0.948 -0.776 -1.028
-0.082 -1.146 -0.353
-0.420 -1.237 -1.841
0.423 -0.968 -1.561
1.033 2.260 -0.337
-0.300 0.293 -0.064
1.038 -0.404 0.281
-0.516 -0.163 0.187
-0.118 0.406 2.385
-0.821 1.088 0.542
0.122 0.197 0.603
-0.203 -1.728 -0.065
1.430 -0.572 0.262
-0.195 1.015 -0.179
0.444 -0.261 0.364
0.061 0.262 0.196
-0.161 -0.291 0.149
-0.398 0.287 -0.125
0.594 1.561 -0.328
-0.220 -0.648 -0.569

Results of the Löwdin charge analysis, in e, for atoms 1 through 5: number 1, P, carries 0.870; number 2, Si, carries 0.361; number 3, O, carries -0.413; number 4, C, carries -0.247; number 5, C, carries -0.426

=====

Computed, not measured: a single C5H15PSi molecule, with the ωB97M-V functional and the def2-TZVPD basis.

Calculated values
frontier orbital gap (alpha / beta) = 4.59 / 6.60 eV
relative energy (zero: lowest compared OMol25 entry of this formula, charge and spin) = 0.879 eV
spin multiplicity = 3
energy = -22587.902 eV
M = 134.24 g/mol
HOMO level (alpha / beta) = -3.72 / -9.23 eV
expectation value of S² = 2.004

Element x y z (Å)
P 2.2623 0.2179 1.3622
Si -0.9063 0.1356 0.2922
C -1.2992 1.9921 0.4261
C 1.8644 -0.6125 -1.3284
C 1.3487 0.3244 -0.1524
C -1.5435 -0.4261 -1.3692
C -1.3924 -1.0331 1.7594
H 1.1932 -0.8599 -2.2141
H 1.4389 1.2955 -0.7409
H 2.2335 -1.2337 1.2532
H 2.1225 -1.6924 -0.9991
H -1.0854 -0.5564 2.6276
H -2.4717 -0.9730 -1.1939
H 2.7621 -0.1189 -1.6342
H 3.6134 0.1396 0.9967
H -1.6621 0.3094 -2.1146
H -0.8925 -2.0006 1.8484
H -2.2414 2.1460 -0.0170
H -2.4896 -1.1683 1.9288
H -0.7238 2.6632 -0.2655
H -0.7883 -1.1066 -1.8442
H -1.3428 2.5578 1.3789

Cartesian forces, eV/Å:
1.216 0.435 -1.349
2.595 0.555 -0.620
0.802 0.969 0.326
-0.588 -2.883 1.101
-3.322 0.585 -2.301
0.866 -1.794 0.506
-0.847 -0.114 -1.380
0.484 1.140 1.196
-0.502 -0.586 1.723
-0.720 -1.603 0.288
-0.100 1.709 -0.106
0.716 1.274 1.840
-0.061 -0.049 -0.360
0.646 -0.014 -0.659
0.724 0.772 0.988
-0.437 1.260 -0.584
-0.094 0.002 -0.678
-1.824 -0.107 -0.354
0.723 0.055 -0.602
0.294 -1.028 0.607
-0.801 0.151 0.666
0.231 -0.730 -0.249

Results of the Löwdin charge analysis, in e, for atoms 1 through 5: number 1, P, carries 0.647; number 2, Si, carries 0.659; number 3, C, carries -0.218; number 4, C, carries -0.216; number 5, C, carries -0.676